Entry 1:
26
Properties=species:S:1:pos:R:3 method="wB97M-V/def2-TZVPD" de_lowest_kj_mol=0.0 total_energy_ha=-693.59237 homo_lumo_gap_ev=10.786 homo_energy_ha=-0.501 lumo_ev=-2.86 charge=+1
C -0.821 1.532 1.122
C -1.041 0.368 1.703
C -2.087 -0.057 -0.812
C -1.049 0.892 -1.375
C -1.494 -1.316 -0.116
C 0.018 1.377 -0.332
C -0.506 -0.837 0.998
C 1.737 -1.094 -1.050
C 2.224 0.833 1.440
P 1.013 -0.111 0.220
H -0.894 2.508 1.442
H -1.454 0.135 2.628
H -2.645 0.382 0.037
H -2.759 -0.372 -1.703
H -0.499 0.418 -2.237
H -1.644 1.739 -1.642
H -2.326 -1.722 0.457
H -1.034 -2.113 -0.829
H 0.576 2.243 -0.667
H -0.284 -1.709 1.618
H 2.436 -0.458 -1.649
H 0.910 -1.549 -1.583
H 2.192 -1.997 -0.692
H 2.925 1.204 0.705
H 2.750 0.182 2.178
H 1.787 1.668 1.904

Entry 2:
30
Properties=species:S:1:pos:R:3 method="wB97M-V/def2-TZVPD" de_lowest_kj_mol=182.4 total_energy_ha=-707.56731 homo_lumo_gap_ev=8.386 homo_energy_ha=-0.185 lumo_ev=3.36 charge=-1
C -0.796 0.236 -1.280
N 0.345 0.899 -1.530
C 2.291 -1.365 -2.256
C 2.613 0.074 -1.783
C 1.593 0.651 -0.800
C 1.404 -0.086 0.582
O 0.180 0.220 1.114
O -1.860 0.617 -1.771
H -0.703 -0.731 -0.790
H 0.280 1.838 -1.880
H 2.115 -2.000 -1.388
H 1.436 -1.368 -2.926
H 3.194 -1.771 -2.717
H 2.721 0.749 -2.639
H 3.648 -0.012 -1.427
H 1.994 1.635 -0.539
H 1.558 -1.159 0.382
H 2.254 0.307 1.166
H 0.262 1.915 1.607
H -0.270 2.754 2.824
O 0.242 2.815 2.018
H 0.244 0.342 2.969
H -1.158 -0.105 3.384
O -0.272 0.013 3.735
H -2.850 -1.978 -1.135
H -2.983 -0.679 -1.963
O -3.380 -1.577 -1.826
H -0.671 -1.646 2.314
H -1.918 -1.318 1.568
O -1.599 -1.921 2.254

Entry 3:
14
Properties=species:S:1:pos:R:3 method="wB97M-V/def2-TZVPD" de_lowest_kj_mol=138.4 total_energy_ha=-361.82816 smiles="O[C@@H]1CN=COC1" homo_lumo_gap_ev=10.719 homo_energy_ha=-0.364 lumo_ev=0.82
O 0.315 1.683 0.715
C 0.706 0.327 0.609
C 0.968 -0.095 -0.835
N -0.264 0.008 -1.617
C -1.347 -0.231 -1.002
O -1.545 -0.554 0.291
C -0.384 -0.601 1.132
H -0.070 1.970 -0.125
H 1.597 0.215 1.235
H 1.326 -1.134 -0.870
H 1.738 0.528 -1.301
H -2.301 -0.171 -1.524
H -0.017 -1.637 1.166
H -0.722 -0.305 2.126